(1)
{
  "formula": "C34H35Cl3F5OP2",
  "method": "ωB97M-V/def2-TZVPD",
  "species": ["C", "C", "Cl", "C", "Cl", "P", "C", "P", "O", "Cl", "H", "H", "H", "H", "H", "H", "H", "H", "H", "H", "F", "C", "C", "C", "C", "C", "C", "H", "H", "H", "H", "H", "F", "C", "C", "C", "C", "C", "C", "H", "H", "H", "H", "H", "F", "C", "C", "C", "C", "C", "C", "H", "H", "H", "H", "H", "F", "C", "C", "C", "C", "C", "C", "H", "H", "H", "H", "H", "F", "C", "C", "C", "C", "C", "C", "H", "H", "H", "H", "H"],
  "positions_angstrom": [[0.48, 0.88, 2.81], [-0.32, 2.11, 2.47], [-1.55, 2.36, 3.73], [-0.91, 2.00, 1.06], [-0.17, 3.16, -0.07], [-2.73, 2.21, 0.90], [-3.33, 3.78, 1.55], [-4.07, 0.51, 1.53], [-3.99, -0.37, 0.18], [-2.95, -0.61, 2.81], [0.78, 0.91, 3.84], [1.38, 0.82, 2.20], [-0.11, -0.01, 2.65], [0.37, 2.94, 2.46], [-0.67, 1.03, 0.66], [-2.95, 2.29, -0.48], [-4.22, 3.57, 2.13], [-2.59, 4.24, 2.18], [-3.63, 4.41, 0.73], [-3.29, -1.05, 0.23], [-2.63, 6.64, 1.76], [-1.92, 7.43, 0.91], [-1.82, 8.78, 1.18], [-1.10, 9.58, 0.32], [-0.49, 9.02, -0.80], [-0.60, 7.67, -1.05], [-1.32, 6.86, -0.19], [-2.31, 9.19, 2.06], [-1.01, 10.64, 0.51], [0.08, 9.65, -1.47], [-0.13, 7.23, -1.92], [-1.42, 5.79, -0.36], [4.39, 3.41, -6.33], [3.68, 3.41, -5.18], [4.34, 3.66, -3.99], [3.61, 3.67, -2.82], [2.25, 3.41, -2.84], [1.61, 3.15, -4.04], [2.33, 3.15, -5.23], [5.41, 3.86, -4.00], [4.11, 3.87, -1.88], [1.69, 3.41, -1.91], [0.55, 2.95, -4.06], [1.85, 2.96, -6.18], [1.94, -2.12, 0.36], [1.74, -2.86, 1.47], [0.55, -2.73, 2.15], [0.33, -3.49, 3.29], [1.31, -4.36, 3.74], [2.51, -4.48, 3.04], [2.73, -3.73, 1.90], [-0.20, -2.05, 1.78], [-0.60, -3.41, 3.83], [1.15, -4.95, 4.63], [3.28, -5.15, 3.39], [3.65, -3.81, 1.34], [-4.07, -7.20, 2.59], [-3.40, -6.33, 1.81], [-3.47, -4.99, 2.11], [-2.78, -4.10, 1.30], [-2.03, -4.55, 0.23], [-1.98, -5.91, -0.05], [-2.67, -6.81, 0.75], [-4.06, -4.65, 2.95], [-2.81, -3.04, 1.53], [-1.49, -3.85, -0.40], [-1.39, -6.27, -0.89], [-2.63, -7.88, 0.55], [0.96, -7.21, -0.94], [1.64, -6.34, -1.70], [1.57, -4.99, -1.41], [2.28, -4.09, -2.19], [3.04, -4.55, -3.26], [3.10, -5.91, -3.54], [2.40, -6.81, -2.75], [0.97, -4.65, -0.57], [2.24, -3.04, -1.96], [3.59, -3.85, -3.87], [3.69, -6.26, -4.37], [2.43, -7.88, -2.95]],
  "mulliken_charge": [-1.506, 0.149, -0.088, 0.016, -0.132, 0.325, -1.206, 0.232, -0.401, -0.062, 0.455, 0.418, 0.127, 0.516, 0.249, 0.139, 0.518, 0.476, 0.378, 0.340, -0.274, 0.551, -0.595, -0.392, -0.596, -0.502, 0.001, 0.427, 0.371, 0.387, 0.407, 0.210, -0.307, 0.238, -0.385, -0.511, 0.190, -0.278, -0.402, 0.431, 0.372, -0.074, 0.366, 0.424, -0.380, -0.243, 0.082, -0.731, -0.566, -0.460, -0.124, 0.792, 0.378, 0.416, 0.409, 0.486, -0.325, 0.446, -0.620, 0.197, -0.554, -0.233, -0.683, 0.435, 0.040, 0.429, 0.379, 0.462, -0.317, 0.102, 0.099, -0.476, -0.591, -0.399, -0.548, 0.503, 0.387, 0.398, 0.368, 0.443],
  "charge": 1,
  "spin_multiplicity": 1,
  "total_energy_ha": -3954.224024,
  "orbital_gap_ev": 7.09
}



(2)
{
  "formula": "C23H22FeO4S",
  "method": "ωB97M-V/def2-TZVPD",
  "species": ["C", "C", "C", "Fe", "C", "O", "C", "O", "C", "C", "C", "C", "C", "H", "H", "H", "H", "H", "H", "H", "H", "H", "H", "H", "C", "C", "C", "C", "S", "C", "C", "C", "C", "C", "C", "C", "O", "O", "C", "C", "H", "H", "H", "H", "H", "H", "H", "H", "H", "H", "H"],
  "positions_angstrom": [[-0.15, -2.40, -0.73], [1.04, -2.13, 0.10], [1.72, -0.90, 0.21], [2.75, -1.24, -1.51], [2.66, 0.59, -1.70], [2.33, 1.70, -1.81], [1.44, -0.90, -2.90], [0.70, -0.43, -3.66], [4.56, -1.62, -0.75], [4.58, -1.11, -2.11], [3.83, -2.03, -2.93], [3.37, -3.10, -2.09], [3.80, -2.84, -0.75], [-0.77, -3.14, -0.20], [-0.75, -1.50, -0.92], [0.10, -2.86, -1.71], [1.49, -3.01, 0.55], [1.10, 0.01, 0.22], [2.55, -0.84, 0.93], [5.08, -1.20, 0.11], [5.13, -0.25, -2.45], [3.73, -2.00, -4.01], [2.83, -4.00, -2.42], [3.64, -3.50, 0.10], [-2.76, 4.42, -2.26], [-3.81, 4.10, -1.38], [-3.73, 2.95, -0.59], [-2.61, 2.12, -0.69], [-2.58, 0.54, 0.20], [-1.11, 0.51, 1.14], [-1.29, 0.23, 2.55], [-0.77, 1.04, 3.60], [-0.97, 0.71, 4.94], [-1.65, -0.47, 5.28], [-2.18, -1.29, 4.26], [-2.04, -0.93, 2.92], [-3.77, 0.59, 1.00], [-2.49, -0.45, -0.87], [-1.55, 2.44, -1.54], [-1.63, 3.60, -2.32], [-2.83, 5.32, -2.89], [-4.69, 4.75, -1.31], [-4.53, 2.70, 0.10], [-0.48, 1.36, 0.87], [-0.24, 1.95, 3.32], [-0.59, 1.36, 5.72], [-1.79, -0.76, 6.32], [-2.72, -2.21, 4.50], [-2.47, -1.55, 2.13], [-0.68, 1.80, -1.60], [-0.80, 3.86, -2.99]],
  "lowdin_spin": [0.063, 0.308, -0.033, 2.284, 0.006, -0.025, 0.056, 0.009, 0.078, 0.038, 0.029, 0.091, 0.049, 0.008, 0.006, 0.022, 0.011, 0.007, 0.007, 0.007, 0.000, 0.002, 0.007, 0.002, 0.005, 0.000, 0.005, 0.009, 0.042, 0.538, 0.040, 0.086, -0.009, 0.096, -0.012, 0.085, 0.028, 0.023, 0.005, -0.001, 0.000, 0.000, 0.000, 0.020, 0.003, -0.002, 0.005, -0.003, 0.003, 0.000, 0.000],
  "charge": 0,
  "spin_multiplicity": 5,
  "total_energy_ha": -2852.217727,
  "s2": 6.138,
  "orbital_gap_ev": [6.40, 6.49]
}



(3)
{
  "formula": "C21H32F6LaNO3P2",
  "method": "ωB97M-V/def2-TZVPD",
  "species": ["C", "C", "N", "C", "C", "C", "C", "P", "La", "P", "C", "C", "C", "C", "C", "C", "C", "O", "O", "H", "H", "H", "C", "C", "H", "H", "H", "H", "C", "C", "H", "H", "H", "H", "H", "H", "H", "H", "H", "H", "H", "H", "H", "H", "H", "H", "H", "H", "H", "H", "H", "H", "C", "C", "O", "C", "F", "F", "F", "C", "F", "F", "F", "H", "H", "H"],
  "positions_angstrom": [[3.45, -2.67, -0.86], [2.57, -1.56, -0.74], [1.34, -1.75, -0.12], [1.10, -2.94, 0.51], [2.05, -3.96, 0.59], [3.23, -3.83, -0.14], [2.98, -0.33, -1.29], [2.06, 1.20, -1.27], [-0.22, 0.22, 0.26], [-1.72, -2.37, 0.51], [-0.20, -3.11, 1.28], [-2.00, 1.64, -1.23], [-1.82, 2.93, -0.77], [-2.90, 3.85, -0.91], [-4.07, 3.47, -1.58], [-4.18, 2.18, -2.12], [-3.10, 1.27, -1.99], [3.08, -1.70, -4.67], [-0.80, 0.48, -5.29], [4.33, -2.55, -1.49], [1.85, -4.82, 1.23], [3.98, -4.61, -0.09], [3.12, 2.09, -0.06], [2.21, 2.17, -2.84], [-0.44, -4.17, 1.44], [-0.11, -2.65, 2.29], [2.72, -1.02, -4.04], [3.78, -0.44, -2.01], [-2.79, -2.15, 1.96], [-2.45, -3.80, -0.34], [-0.87, 3.25, -0.31], [-2.81, 4.87, -0.51], [-4.90, 4.18, -1.69], [-5.08, 1.89, -2.66], [-3.16, 0.28, -2.46], [-1.34, -0.79, -1.37], [-0.75, 1.29, -4.73], [-0.42, -0.22, -4.67], [2.19, -2.07, -4.92], [-1.52, -1.49, -1.50], [4.08, 2.23, -0.59], [2.73, 3.05, 0.33], [3.28, 1.39, 0.77], [3.26, 2.33, -3.12], [1.69, 1.68, -3.68], [1.74, 3.17, -2.73], [-2.79, -4.53, 0.41], [-3.31, -3.47, -0.94], [-1.71, -4.27, -1.00], [-3.12, -3.13, 2.31], [-2.27, -1.60, 2.75], [-3.67, -1.56, 1.65], [0.93, 2.82, 3.37], [0.13, 1.55, 3.43], [0.01, 1.00, 2.18], [0.84, 0.41, 4.20], [0.99, 0.73, 5.50], [0.17, -0.79, 4.12], [2.08, 0.19, 3.65], [-1.34, 1.76, 3.88], [-1.37, 2.36, 5.08], [-2.01, 2.53, 2.97], [-2.03, 0.58, 3.96], [1.93, 2.60, 2.98], [0.97, 3.18, 4.39], [0.44, 3.54, 2.72]],
  "mulliken_charge": [-1.036, 1.056, 0.476, 0.772, -0.919, -0.475, -1.622, 0.665, 0.257, 0.815, -1.312, -0.200, -0.055, -0.672, -0.449, -0.420, -0.283, -0.617, -0.620, 0.376, 0.415, 0.385, -1.380, -1.133, 0.527, 0.320, 0.276, 0.453, -1.202, -1.465, 0.218, 0.344, 0.333, 0.361, 0.264, -0.656, 0.315, 0.292, 0.324, 0.514, 0.464, 0.358, 0.306, 0.401, 0.222, 0.366, 0.425, 0.383, 0.380, 0.441, 0.239, 0.377, -1.893, 1.118, 0.428, 0.513, -0.273, -0.217, -0.245, 0.475, -0.267, -0.233, -0.204, 0.370, 0.457, 0.367],
  "charge": 0,
  "spin_multiplicity": 1,
  "total_energy_ha": -2413.322217,
  "orbital_gap_ev": 6.82
}